{
  "formula": "C14H25FN5O4",
  "method": "ωB97M-V/def2-TZVPD",
  "charge": 1,
  "largest_force_ev_per_a": 2.11,
  "homo_lumo_gap_ev": 9.23,
  "e_tot_ha": -1222.79958,
  "elements": ["C", "C", "C", "N", "C", "C", "C", "C", "N", "N", "C", "N", "N", "C", "C", "C", "O", "H", "H", "H", "H", "H", "H", "H", "H", "H", "H", "H", "H", "H", "H", "H", "H", "H", "H", "H", "H", "H", "H", "C", "C", "O", "C", "O", "O", "F", "H", "H", "H"],
  "positions_angstrom": [[1.2738, 3.2489, 1.4999], [0.6599, 3.3837, 0.1339], [0.1303, 4.7418, -0.1986], [0.6027, 2.4886, -0.7727], [0.8126, 1.0927, -0.5026], [-0.4961, 0.3372, -0.8548], [-0.8223, -0.8490, 0.0505], [-2.2779, -1.2273, -0.0369], [-3.0569, -0.9531, 0.9202], [-0.3090, -0.1117, -2.2855], [0.9111, 0.5128, -2.6375], [1.1643, 0.9896, -3.8697], [1.7304, 0.6400, -1.6008], [3.0509, 1.2840, -1.7024], [4.1910, 0.2543, -1.6961], [4.0019, -0.8240, -0.6418], [5.3953, 0.9734, -1.5130], [0.6171, 3.6646, 2.2629], [2.1832, 3.8542, 1.5007], [1.5351, 2.2354, 1.7870], [-0.1093, 4.8079, -1.2556], [-0.7643, 4.9228, 0.3998], [0.8589, 5.5183, 0.0378], [1.1796, 0.8188, 0.4859], [-1.2984, 1.0713, -0.8189], [-0.5909, -0.6114, 1.0892], [-0.2019, -1.7064, -0.2366], [-2.6083, -1.7300, -0.9517], [-4.0074, -1.2551, 0.7005], [-0.0488, -1.0963, -2.1860], [1.1879, 0.4170, -4.6973], [1.3422, 1.9783, -3.9602], [3.1886, 1.9558, -0.8565], [3.1129, 1.8913, -2.5989], [4.2857, -0.1908, -2.6878], [4.9613, -1.3009, -0.4478], [3.6370, -0.3983, 0.2974], [3.3122, -1.6033, -0.9654], [5.5036, 1.1888, -0.5802], [-4.6930, -3.8079, 3.8711], [-3.4757, -4.1374, 3.0277], [-4.0528, -4.6725, 1.8558], [-5.3008, -4.1363, 1.7167], [-5.9395, -4.1698, 0.7215], [-5.6749, -3.5358, 2.8689], [-2.6729, -5.0611, 3.6035], [-4.9905, -4.6776, 4.4590], [-4.5702, -2.9428, 4.5148], [-2.8678, -3.2727, 2.7503]],
  "lowdin_charge": [-0.009, -0.356, -0.021, 0.124, -0.237, -0.220, -0.136, -0.236, 0.119, 0.131, -0.309, 0.224, 0.066, -0.075, -0.416, -0.032, -0.015, 0.097, 0.101, 0.066, 0.083, 0.099, 0.092, 0.138, 0.151, 0.120, 0.123, 0.126, 0.062, 0.133, 0.135, 0.135, 0.134, 0.124, 0.150, 0.095, 0.083, 0.081, 0.102, -0.044, -0.328, 0.124, -0.558, 0.184, 0.072, 0.079, 0.147, 0.141, 0.154]
}

---

{
  "formula": "C14H25FO12",
  "method": "ωB97M-V/def2-TZVPD",
  "charge": 0,
  "largest_force_ev_per_a": 4.78,
  "homo_lumo_gap_ev": 11.28,
  "e_tot_ha": -1551.19795,
  "smiles": "O=C1OC[C@H](CCF)O1.COC(=O)OC.COC(=O)OC.COC(=O)OC",
  "elements": ["O", "C", "O", "C", "C", "C", "C", "F", "O", "H", "H", "H", "H", "H", "H", "H", "C", "O", "C", "O", "O", "C", "H", "H", "H", "H", "H", "H", "C", "O", "C", "O", "O", "C", "H", "H", "H", "H", "H", "H", "C", "O", "C", "O", "O", "C", "H", "H", "H", "H", "H", "H"],
  "positions_angstrom": [[-0.6924, 5.9396, 1.3802], [-1.4515, 5.1005, 1.2441], [-1.2823, 3.8693, 0.7187], [-1.9564, 2.9441, 1.5975], [-2.9563, 3.9081, 2.3319], [-4.4311, 3.4586, 2.1764], [-5.2423, 4.3400, 1.2550], [-4.8684, 4.2225, -0.0578], [-2.7681, 5.1515, 1.6575], [-2.5830, 2.2593, 1.0389], [-1.1681, 2.5255, 2.2135], [-2.7296, 4.0748, 3.3836], [-4.5170, 2.3997, 1.9364], [-4.8818, 3.5784, 3.1655], [-5.1922, 5.3793, 1.5696], [-6.2903, 4.0518, 1.3672], [-3.4045, 0.9513, -2.0326], [-3.0437, -0.1969, -1.2612], [-1.9721, -0.8515, -1.7149], [-1.3209, -0.5546, -2.6849], [-1.7458, -1.8876, -0.9068], [-0.6167, -2.6769, -1.2802], [-4.2812, 1.3935, -1.5656], [-2.5987, 1.6841, -2.0280], [-3.6552, 0.6660, -3.0530], [0.2939, -2.0794, -1.2520], [-0.7608, -3.1089, -2.2704], [-0.5264, -3.4849, -0.5587], [5.8503, 0.0586, -1.8101], [5.1550, -0.1878, -3.0339], [3.9551, -0.7463, -2.8833], [3.4406, -1.0433, -1.8309], [3.4192, -0.9203, -4.0878], [2.1151, -1.5125, -4.0772], [6.8032, 0.5106, -2.0711], [5.2906, 0.7506, -1.1823], [6.0357, -0.8738, -1.2781], [1.4067, -0.8814, -3.5421], [2.1500, -2.5075, -3.6346], [1.7972, -1.5981, -5.1125], [2.8523, -2.2888, 0.5272], [3.3713, -3.0876, 1.6012], [2.4400, -3.6759, 2.3479], [1.2470, -3.5920, 2.1922], [3.0545, -4.3811, 3.3038], [2.1692, -5.0711, 4.1851], [3.6901, -1.8692, 0.0032], [2.2774, -2.9019, -0.1638], [2.2406, -1.4754, 0.9174], [1.5674, -5.7950, 3.6375], [1.5281, -4.3682, 4.7152], [2.7866, -5.5995, 4.9070]],
  "lowdin_charge": [0.246, -0.585, 0.049, -0.038, -0.243, -0.104, -0.220, -0.024, 0.041, 0.116, 0.135, 0.151, 0.119, 0.120, 0.121, 0.119, -0.038, -0.001, -0.615, 0.118, 0.013, -0.036, 0.089, 0.099, 0.098, 0.082, 0.100, 0.096, -0.034, 0.014, -0.595, 0.088, 0.016, -0.028, 0.094, 0.100, 0.097, 0.089, 0.097, 0.096, -0.041, 0.013, -0.619, 0.114, 0.001, -0.046, 0.058, 0.087, 0.108, 0.097, 0.096, 0.092]
}

---

{
  "formula": "C14H25N5O11P3V",
  "method": "ωB97M-V/def2-TZVPD",
  "multiplicity": 4,
  "charge": -1,
  "largest_force_ev_per_a": 1.82,
  "homo_lumo_gap_ev": [6.12, 9.26],
  "e_tot_ha": -3618.63485,
  "elements": ["V", "O", "P", "O", "O", "O", "P", "O", "O", "O", "H", "H", "N", "C", "N", "C", "N", "C", "C", "N", "C", "C", "N", "H", "H", "H", "H", "H", "C", "C", "C", "C", "O", "P", "O", "O", "O", "C", "C", "C", "C", "H", "H", "H", "H", "H", "H", "H", "H", "H", "H", "H", "H", "H", "H", "H", "H", "H", "H"],
  "positions_angstrom": [[0.9392, 1.3373, 0.8943], [0.7070, 3.7875, 3.2031], [-0.4323, 3.8215, 2.0684], [-1.5385, 4.6696, 2.5207], [-0.6875, 2.4028, 1.5555], [0.4072, 4.5394, 0.8006], [1.5804, 3.6982, 0.0840], [2.3955, 4.8498, -0.6693], [1.0238, 2.6634, -0.8668], [2.4322, 3.0433, 1.1523], [1.5762, 3.5521, 2.8244], [1.8346, 5.6229, -0.8201], [4.2604, -0.7040, -0.4035], [3.3777, 0.2446, -0.6885], [2.6065, 0.4120, 0.3596], [3.0669, -0.5001, 1.2638], [4.0806, -1.2100, 0.8451], [2.3650, -0.4939, 2.5506], [2.6367, -1.3055, 3.6288], [1.9529, -1.2472, 4.7696], [0.9660, -0.3371, 4.8021], [0.6650, 0.4897, 3.7504], [1.3659, 0.4368, 2.5880], [4.9463, -1.1127, -1.0090], [3.2969, 0.7672, -1.6274], [3.4406, -2.0317, 3.5559], [0.3864, -0.2730, 5.7159], [-0.1386, 1.2042, 3.7924], [-2.5662, 0.8709, -3.3520], [-1.2564, 0.1334, -3.1504], [-0.0843, 0.9608, -3.6632], [-1.2974, -1.2357, -3.8189], [-1.1468, 0.0135, -1.7103], [-0.1385, -0.9379, -0.9175], [1.0985, -1.1938, -1.6847], [-0.0981, -0.3150, 0.4745], [-0.8974, -2.3422, -0.7830], [-1.9980, -2.6380, 0.1117], [-3.0677, -1.5504, 0.0752], [-1.4520, -2.8159, 1.5227], [-2.5589, -3.9469, -0.4094], [-2.7086, 1.1029, -4.4124], [-2.5585, 1.8023, -2.7793], [-3.4065, 0.2605, -3.0062], [-0.2298, 1.1853, -4.7237], [0.8514, 0.4080, -3.5348], [-0.0077, 1.8932, -3.0946], [-1.3691, -1.0992, -4.9017], [-2.1655, -1.8079, -3.4778], [-0.3941, -1.8112, -3.5956], [-2.6712, -0.5878, 0.4058], [-3.8896, -1.8372, 0.7384], [-3.4610, -1.4266, -0.9393], [-1.0305, -1.8810, 1.8932], [-0.6657, -3.5779, 1.5267], [-2.2559, -3.1360, 2.1912], [-2.9038, -3.8248, -1.4407], [-3.3992, -4.2736, 0.2099], [-1.7845, -4.7190, -0.3947]],
  "lowdin_spin": [2.441, 0.002, 0.005, 0.000, 0.043, 0.001, 0.011, 0.001, 0.027, 0.013, 0.001, 0.000, 0.010, 0.021, 0.017, 0.021, 0.024, 0.077, -0.010, 0.102, 0.009, 0.074, 0.056, 0.000, 0.001, -0.002, -0.001, 0.003, 0.000, 0.000, 0.000, 0.000, 0.001, 0.006, 0.002, 0.043, -0.001, 0.000, 0.000, 0.001, 0.000, 0.000, 0.000, 0.000, 0.000, 0.000, 0.000, 0.000, 0.000, 0.000, 0.000, 0.000, 0.000, 0.001, 0.000, 0.000, 0.000, 0.000, 0.000]
}

---

{
  "formula": "C14H25N7O6P",
  "method": "ωB97M-V/def2-TZVPD",
  "charge": 1,
  "largest_force_ev_per_a": 2.95,
  "homo_lumo_gap_ev": 9.86,
  "e_tot_ha": -1724.48134,
  "elements": ["O", "O", "O", "N", "N", "O", "O", "O", "C", "C", "C", "C", "C", "C", "C", "N", "N", "N", "N", "N", "C", "C", "C", "C", "C", "C", "C", "P", "H", "H", "H", "H", "H", "H", "H", "H", "H", "H", "H", "H", "H", "H", "H", "H", "H", "H", "H", "H", "H", "H", "H", "H", "H"],
  "positions_angstrom": [[2.3751, 6.0451, 1.1306], [2.0326, 1.5541, -1.4993], [-4.8834, -7.6353, -1.2680], [-1.9107, -1.9682, 1.6293], [0.2608, -2.6174, 1.5665], [-4.6428, -3.8396, 0.5006], [-4.2293, -6.8285, 0.8992], [-2.5210, -7.5922, -0.9214], [1.6723, 6.0345, 0.1277], [2.3723, 2.7294, -1.4784], [-0.7863, -2.0447, 2.2875], [-0.3098, -2.9677, 0.4416], [1.2418, 0.4584, 1.2190], [1.7120, 1.7197, 1.4375], [3.0030, 0.3159, 2.5583], [2.0547, -0.4069, 1.9235], [3.0119, 3.2265, -2.5426], [-1.6345, -2.5690, 0.4529], [1.4799, 4.9312, -0.5994], [2.8123, 1.6233, 2.2713], [0.9681, 7.2899, -0.3306], [3.6377, 4.5416, -2.7031], [-2.6540, -2.9367, -0.5440], [-3.3932, -4.2022, -0.0796], [1.1549, 2.9729, 0.8121], [-3.7047, -5.1458, -1.2327], [2.0647, 3.6248, -0.2509], [-3.8522, -6.8127, -0.6338], [-4.9809, -4.5546, 1.0751], [-4.6376, -7.7043, 0.9636], [-2.8914, -8.4570, -1.1546], [-0.6766, -1.6690, 3.3016], [0.1799, -3.4872, -0.3775], [0.4123, 0.1902, 0.5716], [3.7866, -0.0889, 3.1936], [1.9184, -1.4224, 1.9466], [3.1322, 2.5661, -3.2967], [0.8850, 4.9978, -1.4118], [3.3621, 2.4075, 2.6068], [-0.0906, 7.0862, -0.4822], [1.4154, 7.6386, -1.2592], [1.0780, 8.0583, 0.4347], [4.4305, 4.4793, -3.4518], [4.0798, 4.8796, -1.7634], [2.9002, 5.2723, -3.0408], [-2.1673, -3.1003, -1.5093], [-3.3654, -2.1150, -0.6742], [-2.7630, -4.7092, 0.6637], [0.9744, 3.6891, 1.6168], [0.1878, 2.7433, 0.3595], [-4.6329, -4.8614, -1.7322], [-2.9018, -5.1506, -1.9696], [3.0328, 3.8118, 0.2157]],
  "lowdin_charge": [0.049, 0.052, -0.279, 0.120, 0.035, -0.027, -0.106, -0.107, -0.553, -0.442, -0.212, -0.128, -0.007, -0.203, -0.027, 0.124, 0.037, -0.123, 0.091, 0.172, 0.014, -0.053, -0.054, -0.409, -0.049, -0.153, -0.191, 0.365, 0.104, 0.100, 0.093, 0.113, 0.137, 0.144, 0.159, 0.129, 0.150, 0.156, 0.189, 0.086, 0.086, 0.093, 0.093, 0.089, 0.079, 0.128, 0.142, 0.142, 0.131, 0.138, 0.127, 0.106, 0.147]
}